{"formula": "C24H24CrN3PS", "method": "the ωB97M-V functional and the def2-TZVPD basis", "symbols": ["Cr", "S", "P", "N", "N", "N", "C", "C", "C", "C", "C", "C", "C", "C", "C", "C", "C", "C", "C", "C", "C", "C", "C", "C", "C", "C", "C", "C", "C", "C", "H", "H", "H", "H", "H", "H", "H", "H", "H", "H", "H", "H", "H", "H", "H", "H", "H", "H", "H", "H", "H", "H", "H", "H"], "coordinates": [[-0.203, -1.913, -0.655], [0.612, -2.321, 1.901], [0.346, 0.348, -0.181], [-0.914, -1.359, 3.848], [-2.019, -2.254, 0.565], [-1.985, -1.793, 1.888], [-0.426, 2.233, 3.982], [0.228, -2.317, -2.798], [0.159, -3.975, -1.207], [3.093, 3.193, -1.342], [1.063, 1.226, 2.381], [1.438, -3.356, -1.172], [3.064, 0.501, -0.686], [-0.606, -3.317, -2.209], [-1.233, 1.606, 1.800], [1.484, -2.368, -2.170], [4.262, 1.118, -1.025], [-2.678, -0.519, -2.321], [1.902, 2.578, -0.993], [-1.017, 0.803, -1.258], [-1.596, 1.983, -1.705], [-1.461, 2.148, 3.062], [0.838, 1.768, 3.636], [-0.819, -1.797, 2.563], [4.276, 2.463, -1.357], [-3.276, 0.649, -2.790], [0.032, 1.147, 1.443], [-1.510, -0.482, -1.549], [-2.740, 1.898, -2.490], [1.875, 1.223, -0.670], [-1.559, -0.598, 4.013], [-4.169, 0.591, -3.403], [-1.191, 2.953, -1.441], [-0.146, -4.818, -0.606], [3.045, -0.553, -0.430], [2.054, 0.873, 2.122], [5.180, 0.545, -1.031], [0.988, 3.159, -0.969], [2.320, -1.724, -2.391], [3.102, 4.245, -1.598], [-0.043, -1.641, -3.592], [-3.123, -1.474, -2.597], [-2.445, 2.523, 3.314], [-2.339, -3.219, 0.532], [-2.622, -1.654, 0.009], [-0.598, 2.670, 4.958], [-0.020, -1.217, 4.291], [-2.045, 1.548, 1.086], [5.206, 2.946, -1.627], [-1.610, -3.568, -2.514], [-3.217, 2.796, -2.862], [1.655, 1.835, 4.345], [-2.852, -1.725, 2.402], [2.243, -3.607, -0.499]], "forces_ev_per_a": [[0.4, 0.0, 0.3], [-0.1, 0.0, -0.4], [0.1, 0.0, -0.2], [-0.1, 0.1, 0.0], [0.0, -0.1, -0.1], [0.0, 0.1, -0.1], [0.0, 0.0, 0.0], [-0.1, -0.2, 0.0], [-0.1, 0.1, 0.0], [0.0, 0.0, 0.0], [0.0, 0.0, 0.0], [0.0, -0.1, 0.1], [0.0, 0.0, 0.0], [0.0, -0.1, -0.1], [0.0, 0.0, 0.1], [-0.1, 0.2, 0.1], [0.0, 0.0, 0.0], [0.0, 0.0, -0.1], [0.0, 0.0, 0.0], [0.0, 0.0, 0.1], [-0.1, 0.0, 0.0], [0.0, 0.0, -0.1], [0.0, 0.0, 0.0], [0.2, 0.0, 0.2], [0.0, 0.0, 0.0], [0.0, 0.0, 0.0], [0.0, 0.0, 0.0], [0.0, 0.1, 0.1], [0.0, 0.0, 0.0], [0.0, 0.0, 0.1], [0.0, 0.0, 0.0], [0.0, 0.0, 0.0], [0.0, 0.0, 0.0], [0.0, 0.0, 0.0], [0.0, 0.0, 0.0], [0.0, 0.0, 0.0], [0.0, 0.0, 0.0], [0.0, 0.0, 0.0], [0.0, 0.0, 0.0], [0.0, 0.0, 0.0], [-0.1, 0.0, 0.0], [0.0, 0.0, 0.0], [0.0, 0.0, 0.0], [0.0, 0.0, 0.0], [0.0, 0.0, 0.0], [0.0, 0.0, 0.0], [0.0, 0.0, 0.0], [0.0, 0.0, 0.0], [0.0, 0.0, 0.0], [0.0, 0.0, -0.1], [0.0, 0.0, 0.0], [0.0, 0.0, 0.0], [0.0, 0.0, 0.0], [0.0, 0.0, 0.0]], "orbital_gap_ev": [6.75, 6.75], "e_homo_ev": [-6.5, -6.5]}